No. 1
Formula: C3H7N3S
Source: the Open Molecules 2025 dataset
Level of theory: ωB97M-V with the def2-TZVPD basis set

**E**: -18528.8405 eV
**Total charge**: 0
**Gap between HOMO and LUMO**: 8.4 eV
**SMILES**: CN/N=C\C(N)=S

Each line ends with the Mulliken charge.
Geometry (Å):
C: -0.764 -1.189 1.930  -0.78
N: -0.220 -0.640 0.693  -0.19
N: -1.133 0.109 0.023  -0.50
C: -0.768 0.923 -0.911  -0.20
C: 0.583 1.204 -1.445  0.36
N: 1.474 0.187 -1.359  -0.43
S: 0.935 2.666 -2.118  -0.33
H: -0.014 -1.872 2.381  0.32
H: -1.647 -1.786 1.693  0.25
H: -1.050 -0.420 2.633  0.31
H: 0.673 -0.196 0.833  0.33
H: -1.580 1.491 -1.386  0.37
H: 1.159 -0.774 -1.126  0.29
H: 2.352 0.299 -1.841  0.21

***

No. 2
Formula: C3H7N3S
Source: the Open Molecules 2025 dataset
Level of theory: ωB97M-V with the def2-TZVPD basis set

**E**: -18525.5960 eV
**Total charge**: 0
**Gap between HOMO and LUMO**: 8.5 eV
**SMILES**: NC/C=N\NC=S

Each line ends with the Mulliken charge.
Geometry (Å):
N: -3.211 -0.683 0.296  -0.62
C: -1.827 -0.696 -0.184  -0.44
C: -1.532 0.809 -0.450  0.02
N: -0.446 1.407 -0.106  -0.47
N: 0.532 0.771 0.548  -0.10
C: 1.155 -0.258 -0.134  -0.23
S: 2.867 -0.468 -0.005  -0.26
H: -3.747 -1.561 0.044  0.24
H: -3.761 -0.365 1.264  0.21
H: -1.215 -1.273 0.463  0.40
H: -1.602 -1.387 -1.105  0.30
H: -2.245 1.534 -1.104  0.29
H: 1.242 1.718 0.772  0.37
H: 0.559 -0.770 -0.815  0.29

***

No. 3
Formula: C3H7N3S2
Source: the Open Molecules 2025 dataset
Level of theory: ωB97M-V with the def2-TZVPD basis set

**E**: -29358.8575 eV
**Total charge**: 0
**Gap between HOMO and LUMO (alpha / beta)**: 7.4 / 6.7 eV

Each line ends with the Mulliken charge.
Geometry (Å):
C: -0.956 0.366 0.668  -0.73
C: -0.326 1.070 -0.488  -0.40
C: -0.803 -1.075 0.828  -0.13
N: 1.367 -1.419 0.238  -0.63
N: 1.097 0.802 -0.503  -0.21
N: 1.816 -0.324 -0.036  0.61
S: 3.488 -0.193 -0.060  -0.35
S: -1.430 -2.124 -0.458  -0.02
H: -0.437 0.823 1.571  0.30
H: -2.116 0.663 0.528  0.27
H: -0.732 0.579 -1.429  0.29
H: -0.611 2.119 -0.525  0.34
H: -0.520 -1.751 1.621  0.37
H: 1.688 1.598 -0.788  0.25
H: -1.526 -1.133 -1.167  0.03

***

No. 4
Formula: C3H7N3S2
Source: the Open Molecules 2025 dataset
Level of theory: ωB97M-V with the def2-TZVPD basis set

**E**: -29362.6755 eV
**Total charge**: 0
**Gap between HOMO and LUMO**: 8.6 eV

Each line ends with the Mulliken charge.
Geometry (Å):
C: -2.443 0.003 1.091  -0.64
C: -0.235 0.393 -0.217  0.30
C: 0.636 -0.770 0.025  0.53
H: -1.328 -0.384 1.728  0.19
H: -2.645 1.080 1.466  0.28
H: -3.431 -0.796 1.334  0.26
H: 1.259 3.076 0.067  0.20
H: 2.046 1.515 0.241  0.11
H: 0.800 -2.747 0.117  0.20
H: -0.841 -1.982 -0.424  0.21
N: 0.064 1.640 -0.194  -0.33
N: 1.234 2.103 0.092  -0.25
N: 0.180 -1.997 -0.093  -0.29
S: -1.897 -0.037 -0.662  -0.23
S: 2.275 -0.572 0.127  -0.54

***

No. 5
Formula: C3H7N3S2
Source: the Open Molecules 2025 dataset
Level of theory: ωB97M-V with the def2-TZVPD basis set

**E**: -29360.5082 eV
**Total charge**: 0
**Gap between HOMO and LUMO (alpha / beta)**: 7.6 / 6.7 eV

Each line ends with the Mulliken charge.
Geometry (Å):
C: -0.187 0.235 -1.223  -0.28
C: -0.400 -1.076 -0.397  -0.67
C: 0.004 1.353 -0.230  -0.60
N: 0.784 -1.395 0.293  0.29
N: -1.093 1.485 0.610  -0.35
N: 1.064 -0.999 1.512  -0.51
S: -1.071 1.239 2.124  0.04
S: 0.301 -0.272 2.639  0.05
H: 0.796 0.065 -1.690  0.25
H: -1.100 0.539 -1.992  0.28
H: -1.292 -1.052 0.301  0.35
H: -0.586 -2.041 -1.150  0.24
H: 1.048 1.272 0.209  0.41
H: 0.123 2.383 -0.865  0.27
H: 1.608 -1.735 -0.140  0.23

***

No. 6
Formula: C3H7N3S2
Source: the Open Molecules 2025 dataset
Level of theory: ωB97M-V with the def2-TZVPD basis set

**E**: -29361.3109 eV
**Total charge**: 0
**Gap between HOMO and LUMO**: 9.1 eV
**SMILES**: C/C(=N/S)S/C=N\N

Each line ends with the Mulliken charge.
Geometry (Å):
C: 0.780 -1.031 -1.776  -0.82
C: -0.117 -0.670 -0.583  0.33
N: -1.262 -0.388 -1.027  -0.34
S: -2.477 -0.187 0.077  -0.14
S: 0.430 -0.631 1.090  -0.16
C: 1.940 0.170 0.613  -0.32
N: 2.036 1.385 0.245  -0.24
N: 0.885 2.216 0.288  -0.44
H: 0.924 -2.188 -1.690  0.22
H: 0.108 -0.873 -2.716  0.29
H: 1.853 -0.462 -1.691  0.29
H: -1.508 -0.731 1.179  0.18
H: 2.930 -0.326 0.530  0.49
H: 1.157 2.732 -0.639  0.31
H: 0.067 1.638 0.301  0.37

***

No. 7
Formula: C3H7N3Si
Source: the Open Molecules 2025 dataset
Level of theory: ωB97M-V with the def2-TZVPD basis set

**E**: -15570.9342 eV
**Total charge**: 0
**Gap between HOMO and LUMO**: 10.6 eV
**SMILES**: C[SiH2]n1cncn1

Each line ends with the Mulliken charge.
Geometry (Å):
C: 2.024 -0.834 0.178  -0.97
Si: 1.116 0.504 -0.737  0.25
N: -0.368 0.588 0.116  0.16
C: -1.462 1.290 0.135  -0.01
N: -2.581 0.622 0.381  -0.57
C: -2.222 -0.598 0.599  0.01
N: -1.025 -0.985 0.321  -0.44
H: 1.397 -1.362 0.977  0.33
H: 2.191 -1.739 -0.409  0.33
H: 3.035 -0.526 0.506  0.32
H: 1.865 1.767 -0.712  -0.12
H: 0.705 0.196 -2.153  -0.10
H: -1.608 2.322 -0.005  0.43
H: -3.068 -1.246 0.804  0.39

***

No. 8
Formula: C3H7N4
Source: the Open Molecules 2025 dataset
Level of theory: ωB97M-V with the def2-TZVPD basis set

**E**: -9174.5433 eV
**Total charge**: +1
**Gap between HOMO and LUMO (alpha / beta)**: 7.4 / 7.4 eV
**SMILES**: [H]/N=C\N=C/CN=[NH2+]

Each line ends with the Mulliken charge.
Geometry (Å):
H: -1.424 1.467 0.412  0.29
N: -1.699 1.080 -0.484  -0.50
C: -1.754 -0.161 -0.655  0.05
N: -1.375 -1.125 0.237  -0.37
C: -0.350 -1.233 0.914  -0.07
C: 0.932 -0.343 0.849  -0.34
N: 0.806 0.848 0.155  -0.02
N: 1.341 0.997 -0.974  -0.12
H: -2.162 -0.556 -1.582  0.38
H: -0.247 -2.043 1.623  0.43
H: 1.086 -0.091 1.906  0.30
H: 1.734 -1.007 0.488  0.40
H: 1.882 0.269 -1.457  0.29
H: 1.230 1.899 -1.431  0.30

***

No. 9
Formula: C3H7N4
Source: the Open Molecules 2025 dataset
Level of theory: ωB97M-V with the def2-TZVPD basis set

**E**: -9174.3170 eV
**Total charge**: +1
**Gap between HOMO and LUMO**: 8.7 eV

Each line ends with the Mulliken charge.
Geometry (Å):
C: 0.727 -0.386 0.763  -0.44
C: -0.731 -1.118 -0.775  0.44
C: -1.400 0.914 0.355  -0.80
N: 2.098 1.206 -0.351  -0.85
N: 1.818 0.318 0.493  0.46
N: -0.487 -0.177 0.031  -0.06
N: -0.783 -1.909 -1.640  -0.13
H: 0.734 -1.119 1.547  0.44
H: -0.816 1.808 0.566  0.32
H: -2.077 1.111 -0.477  0.38
H: -1.983 0.659 1.242  0.33
H: 2.613 0.107 1.113  0.32
H: 1.341 1.437 -0.998  0.25
H: -1.053 -2.850 -1.869  0.35